Entry 1:
C22H35NO3P2SW | wB97M-V/def2-TZVPD

Geometry (Å):
1 P -4.37047 -1.16449 -2.72158
2 P -4.67290 -2.63201 0.83235
3 C -5.14825 -2.66361 -1.98836
4 C -5.81567 -2.54730 -0.58503
5 H -4.42385 -3.50083 -2.04528
6 H -5.96439 -2.91433 -2.69596
7 H -6.44031 -1.64461 -0.48218
8 H -6.47140 -3.42063 -0.43184
9 C -4.45084 -4.44758 0.84039
10 H -3.69516 -4.73756 1.57892
11 H -4.18857 -4.82397 -0.15698
12 H -5.42876 -4.85110 1.12623
13 C -5.80618 -2.43208 2.24626
14 H -6.42867 -3.33677 2.28858
15 H -6.43739 -1.54437 2.10557
16 H -5.20847 -2.35550 3.16486
17 C -4.14741 -1.61059 -4.46023
18 H -3.48697 -0.86711 -4.92312
19 H -5.12249 -1.60760 -4.96798
20 H -3.69023 -2.60695 -4.52361
21 C -5.72981 0.04818 -2.67908
22 H -6.29537 0.03261 -1.73538
23 H -6.42809 -0.19780 -3.49693
24 H -5.35607 1.06872 -2.84008
25 W -1.02109 0.42318 -0.74581
26 C -2.37301 -1.47706 1.94854
27 C -1.70549 -2.40620 1.20418
28 C -1.86523 -2.53828 -0.32899
29 C -1.53301 -1.56033 -1.56510
30 C -2.74055 -0.60472 -2.23065
31 C -3.07898 0.51435 -1.26493
32 C -3.45250 0.06993 0.13315
33 C -2.48176 -0.01932 1.34337
34 C -0.43454 1.99581 -1.90522
35 H -2.69778 -1.61409 2.98236
36 H -0.83763 -2.92984 1.63362
37 H -2.94237 -2.73846 -0.53606
38 H -1.30941 -3.46819 -0.55736
39 H -0.44860 -1.13791 -1.67168
40 H -1.46039 -2.30257 -2.39005
41 H -2.32173 -0.24135 -3.18629
42 H -3.60313 1.37792 -1.68091
43 H -3.90100 -0.94596 0.01706
44 H -4.32995 0.68539 0.42370
45 H -1.47169 0.48907 1.14717
46 H -2.93216 0.63061 2.12591
47 H -0.14327 2.70404 -1.08503
48 H -1.31944 2.33341 -2.48154
49 H 0.43705 1.69829 -2.52446
50 O 0.56685 0.67178 3.09348
51 S 1.01313 1.29849 1.87650
52 O 0.69538 2.66922 1.55849
53 N 0.58648 0.20459 0.42378
54 C 1.67484 -0.61846 0.06731
55 O 1.58239 -1.63806 -0.63953
56 C 2.91626 -0.08653 0.67010
57 C 4.22245 -0.48988 0.35494
58 C 5.30726 0.22017 0.86756
59 C 5.10109 1.30114 1.72984
60 C 3.80411 1.65018 2.11167
61 C 2.72804 0.95189 1.56782
62 H 4.36180 -1.34942 -0.30419
63 H 6.32672 -0.06424 0.59774
64 H 5.95533 1.86808 2.10689
65 H 3.60968 2.45213 2.81396

Results
multiplicity	3
relative energy (zero: lowest compared OMol25 entry of this formula, charge and spin)	2.650	eV
HOMO level (spin up / spin down)	-0.48138 / -0.48105	Ha
LUMO level (spin up / spin down)	-0.2653 / -0.2695	hartree
total charge	+2


Entry 2:
C24H21N5O3S | wB97M-V/def2-TZVPD

Geometry (Å):
1 C -6.54935 -3.39436 -1.78726
2 H -7.40013 -3.92402 -1.79984
3 O -6.38621 -2.44820 -0.78099
4 C -5.40088 -1.78359 -0.61359
5 C -4.32951 -1.89887 -1.59033
6 C -3.35007 -0.96213 -1.11676
7 C -3.41373 -0.18615 0.11549
8 C -4.44367 -0.05372 0.67763
9 C -5.53004 -0.89218 0.43983
10 H -6.30098 -0.99423 1.17100
11 H -4.50229 0.77384 1.68086
12 N -2.33751 0.92249 0.11222
13 C -1.20949 0.25407 0.93098
14 N -0.18602 1.24278 1.39137
15 C -0.13783 2.41209 0.71780
16 C 0.88352 3.20586 1.33197
17 C 1.09002 4.34903 0.74649
18 C 0.05248 4.95122 -0.10177
19 C -0.87768 4.32682 -0.60743
20 C -1.13276 2.97321 0.08367
21 C -2.28542 2.08283 -0.49665
22 O -3.24906 2.48804 -1.00782
23 H -1.75270 4.68967 -1.16092
24 H 0.12131 6.05559 -0.40201
25 H 1.88688 5.30639 0.73364
26 H 1.77459 2.87017 1.88145
27 S -1.38679 -1.36461 1.70508
28 C 0.00466 -1.05093 2.88802
29 H -0.00102 -0.23647 3.41644
30 H -0.32649 -1.93501 3.77285
31 C 1.28117 -1.62633 2.27058
32 O 1.68557 -2.84994 2.45734
33 N 1.87053 -0.79600 1.49318
34 N 2.97686 -1.26299 0.84239
35 C 3.50754 -0.46213 -0.01728
36 C 4.87084 -0.67262 -0.49193
37 C 5.74389 -0.04591 -1.39809
38 N 6.88012 -0.44088 -1.42698
39 C 7.21970 -1.67307 -1.47270
40 C 6.33424 -2.49548 -0.69677
41 C 5.30976 -2.27368 -0.14671
42 H 4.43292 -2.78161 0.47873
43 H 6.68681 -3.68060 -0.60849
44 H 8.14770 -2.14395 -1.87398
45 H 5.39220 1.05213 -1.48249
46 C 3.14139 0.82967 -0.57756
47 H 1.98876 0.83974 -0.39342
48 H 3.56524 1.60004 -0.01691
49 H 3.23134 1.06700 -1.73070
50 H 1.21473 0.11931 1.37386
51 H -2.41815 -0.79838 -1.88037
52 H -4.28574 -2.30410 -2.36573
53 H -5.59911 -4.06524 -1.95643
54 H -6.50215 -2.91460 -2.71097

Results
relative energy (zero: lowest compared OMol25 entry of this formula, charge and spin)	19.856	eV
SMILES	COc1ccc(-n2c(SCC(=O)N/N=C(\C)c3cccnc3)nc3ccccc3c2=O)cc1
HOMO level	-0.30178	Ha
LUMO level	-0.0187	hartree


Entry 3:
C22H25N3O5S | wB97M-V/def2-TZVPD

Geometry (Å):
1 C 1.44633 1.48868 -3.54088
2 C 2.33126 0.27170 -3.31621
3 O 2.13821 -0.15275 -1.97982
4 C 2.96503 -1.11271 -1.46270
5 C 3.74538 -1.97870 -2.21091
6 C 4.49922 -2.95703 -1.57891
7 C 4.47655 -3.07700 -0.20328
8 C 3.71667 -2.20477 0.55938
9 C 2.96905 -1.21379 -0.05645
10 N 2.21929 -0.25987 0.64177
11 C 1.84967 -0.26848 1.93805
12 O 2.07706 -1.14767 2.74277
13 C 1.05612 0.99539 2.31342
14 N -0.19160 1.10620 1.58547
15 C -1.37082 0.55143 2.09572
16 C -1.32935 -0.55591 2.94287
17 C -2.50413 -1.12047 3.40405
18 C -3.74376 -0.61765 3.03212
19 C -3.77344 0.48816 2.19151
20 C -2.60902 1.07316 1.73074
21 H -2.65881 1.95379 1.11290
22 H -4.72401 0.90831 1.89710
23 C -5.01244 -1.22684 3.54561
24 H -5.35537 -0.68576 4.42799
25 H -4.85814 -2.26584 3.82589
26 H -5.79799 -1.17488 2.79526
27 H -2.44986 -1.97567 4.06172
28 H -0.38411 -0.98300 3.23814
29 S -0.23291 2.11508 0.25822
30 O -0.92246 3.33948 0.53352
31 O 1.12832 2.23309 -0.19229
32 C -1.15402 1.21580 -0.95318
33 C -1.26527 -0.13090 -1.19626
34 O -2.05381 -0.30243 -2.26261
35 N -2.45720 0.90069 -2.74082
36 C -1.93442 1.82444 -1.98376
37 C -2.13586 3.26769 -2.23264
38 H -2.35051 3.78033 -1.29830
39 H -2.94439 3.40598 -2.94437
40 H -1.22062 3.69648 -2.63897
41 C -0.70790 -1.34676 -0.56674
42 H 0.35367 -1.42320 -0.79202
43 H -1.21785 -2.21656 -0.97362
44 H -0.83214 -1.32251 0.51286
45 H 0.85871 0.98569 3.38876
46 H 1.65573 1.87440 2.06636
47 H 1.94228 0.54863 0.08325
48 H 3.70045 -2.28124 1.63349
49 H 5.05756 -3.84374 0.28483
50 H 5.09972 -3.62694 -2.17518
51 H 3.76449 -1.90506 -3.28680
52 H 2.06152 -0.53260 -4.01437
53 H 3.38690 0.53208 -3.46892
54 H 1.71908 1.97956 -4.47041
55 H 0.40151 1.19456 -3.59257
56 H 1.57241 2.17995 -2.71081

Results
relative energy (zero: lowest compared OMol25 entry of this formula, charge and spin)	3.688	eV
SMILES	CCOc1ccccc1NC(=O)CN(c1ccc(C)cc1)S(=O)(=O)c1c(C)noc1C
HOMO level	-0.30666	Ha
LUMO level	0.0251	hartree


Entry 4:
C2H8NOS | wB97M-V/def2-TZVPD

Geometry (Å):
1 C -0.69605 2.02625 1.02312
2 N 0.03789 0.79309 0.58718
3 C -0.19230 -0.34663 1.54933
4 O -1.50518 -0.59724 1.66207
5 H -1.71743 1.81120 1.31853
6 H -0.74596 2.73767 0.19929
7 H -0.11429 2.47357 1.82844
8 H -0.44115 0.46375 -0.25202
9 H 0.32005 -0.06237 2.48104
10 H 0.38133 -1.17976 1.11318
11 S 1.06449 -1.10375 -2.14033
12 H 1.94446 -0.09824 -2.29250
13 H 0.43264 -0.77853 -3.27944

Results
multiplicity	2
relative energy (zero: lowest compared OMol25 entry of this formula, charge and spin)	1.518	eV
HOMO level (spin up / spin down)	-0.36292 / -0.35971	Ha
LUMO level (spin up / spin down)	0.0278 / -0.0645	hartree


Entry 5:
C10H14O | wB97M-V/def2-TZVPD

Geometry (Å):
1 C -0.86163 0.73077 -0.25829
2 C -0.64128 1.31889 0.94410
3 C -0.39180 -0.49311 -0.81525
4 C 0.23372 0.67312 1.99476
5 C 1.59764 0.71126 1.52427
6 C 2.19677 -0.30460 0.62368
7 C -0.57118 -1.03448 -2.01035
8 C 0.25908 1.55091 3.24209
9 C -1.50649 -0.60220 -3.08558
10 C 0.24779 -2.31906 -2.17817
11 O 2.44289 -0.39701 1.90127
12 H -1.32868 1.23158 -1.09085
13 H -0.96879 2.27307 1.16174
14 H 0.54313 -0.84966 -0.18221
15 H -0.23444 -0.25158 2.30141
16 H 2.07820 1.69179 1.71637
17 H 0.81114 1.20319 4.11467
18 H -0.71457 1.50771 3.71567
19 H 0.70098 2.55160 3.05513
20 H -2.46465 -0.15667 -2.75584
21 H -1.88449 -1.45923 -3.74393
22 H -0.98410 0.18537 -3.60633
23 H 1.16749 -1.90729 -2.61317
24 H -0.30285 -3.12044 -2.75319
25 H 0.57612 -2.73393 -1.20203

Results
relative energy (zero: lowest compared OMol25 entry of this formula, charge and spin)	6.161	eV
HOMO level	-0.30119	Ha
LUMO level	0.0235	hartree


Entry 6:
C6H14MgO4Tb | wB97M-V/def2-TZVPD

Geometry (Å):
1 O -3.19354 -2.94183 -0.55229
2 Mg -4.70211 -3.91302 0.09041
3 C -2.35144 -3.24741 -1.63686
4 H -1.40275 -3.75325 -1.41067
5 H -1.55927 -2.02078 -1.68405
6 H -2.87473 -3.74810 -2.45903
7 O -0.83048 -0.55480 -1.20369
8 C -1.79585 -0.11727 -0.33065
9 C -1.34935 0.84521 0.74179
10 O 0.07434 0.75272 0.82435
11 C 0.76745 1.77286 1.53598
12 C 2.23726 1.52142 1.29605
13 O 2.42900 1.31522 -0.11193
14 C 3.80401 1.31354 -0.50669
15 Tb 0.86757 0.34342 -1.18392
16 H -2.75583 -1.67446 -0.25511
17 H -2.78131 0.17561 -0.72746
18 H -1.80168 0.62152 1.71742
19 H -1.62254 1.88269 0.48077
20 H 0.54200 1.71812 2.60897
21 H 0.46322 2.75743 1.15044
22 H 2.58240 0.62400 1.82900
23 H 2.82442 2.39000 1.62110
24 H 3.84317 1.08223 -1.57483
25 H 4.23514 2.30464 -0.32104
26 H 4.35089 0.55032 0.06195

Results
multiplicity	8
HOMO level (spin up / spin down)	-0.83148 / -0.84204	Ha
LUMO level (spin up / spin down)	-0.5867 / -0.5944	hartree
total charge	+4


Entry 7:
C7H11N | wB97M-V/def2-TZVPD

Geometry (Å):
1 C 1.66493 -0.93595 -1.24926
2 C 0.58514 -0.46640 -0.30673
3 C -0.66496 0.15068 -0.80985
4 C -1.92797 0.20261 0.09871
5 C -1.46047 1.08123 1.21837
6 C -0.19596 1.50322 1.13843
7 C 0.37478 1.05533 -0.15558
8 H 1.58546 -0.37867 -2.16609
9 H 1.64886 -2.02717 -1.56901
10 H 2.67335 -0.79502 -0.83647
11 H 1.36817 -1.09105 1.48447
12 H 0.51516 -2.20814 0.69529
13 H -0.92069 0.07664 -1.87281
14 H -2.23691 -0.78844 0.43059
15 H -2.76447 0.69922 -0.41673
16 H -2.09369 1.30521 2.13634
17 H 0.31253 2.07917 1.92190
18 H 1.02130 1.72861 -0.68153
19 N 0.51543 -1.19108 0.93994

Results
relative energy (zero: lowest compared OMol25 entry of this formula, charge and spin)	1.798	eV
SMILES	C[C@@]1(N)[C@@H]2C=CC[C@@H]21
HOMO level	-0.30764	Ha
LUMO level	0.0390	hartree


Entry 8:
C6H12O2 | wB97M-V/def2-TZVPD

Geometry (Å):
1 C 0.53377 -0.35267 0.02467
2 C 1.01008 0.35462 1.30077
3 C 0.96163 -1.82284 0.06933
4 C 1.16676 0.32584 -1.19843
5 C -1.67200 0.83619 -0.11216
6 C -0.97673 -0.29123 -0.07403
7 O -1.26911 2.10904 -0.04990
8 O -3.08251 0.94288 -0.22401
9 H -2.21452 2.52540 -0.14715
10 H -3.49060 0.08720 -0.04666
11 H -1.52083 -1.22190 -0.13195
12 H 0.57390 -0.11356 2.18175
13 H 2.09492 0.30439 1.37928
14 H 0.71235 1.39982 1.28471
15 H 0.64036 -2.34427 -0.83135
16 H 0.52562 -2.32398 0.93249
17 H 2.04527 -1.89834 0.14088
18 H 0.86905 1.37043 -1.24030
19 H 0.83974 -0.16086 -2.11571
20 H 2.25285 0.27385 -1.14226

Results
relative energy (zero: lowest compared OMol25 entry of this formula, charge and spin)	1.341	eV
SMILES	CC(C)(C)C=C(O)O
HOMO level	-0.31241	Ha
LUMO level	0.0224	hartree


Entry 9:
C20H37N2O2P3Tc | wB97M-V/def2-TZVPD

Geometry (Å):
1 P 4.58748 -1.64294 -0.13860
2 C 4.22436 -1.34869 1.64505
3 H 5.19112 -1.26858 2.15930
4 H 3.64999 -2.20227 2.03797
5 H 3.61720 -0.44402 1.82127
6 C 6.21201 -2.40917 -0.11953
7 H 6.48857 -2.64845 -1.16461
8 H 6.10879 -3.36604 0.42858
9 H 6.93751 -1.72777 0.36293
10 C 4.89314 0.12577 -0.62984
11 H 5.83702 0.44603 -0.17509
12 H 4.07703 0.80025 -0.32873
13 H 4.96651 0.16499 -1.72991
14 P -1.32588 4.63790 -0.07790
15 C -1.47057 5.51393 1.50289
16 H -1.75447 6.55332 1.30494
17 H -0.50908 5.44603 2.02528
18 H -2.23476 4.98961 2.08903
19 C -0.14581 5.72549 -0.94746
20 H -0.03813 5.42153 -1.99933
21 H 0.83133 5.60808 -0.45401
22 H -0.51151 6.75307 -0.85741
23 C -2.99264 4.95172 -0.75371
24 H -3.18254 6.02854 -0.70601
25 H -3.70139 4.39691 -0.11842
26 H -3.07879 4.56889 -1.78048
27 P -3.09104 -3.66692 -0.12679
28 C -3.18200 -2.98390 1.59646
29 H -4.19082 -3.06321 2.02001
30 H -2.86462 -1.92975 1.61378
31 H -2.46883 -3.53547 2.23165
32 C -4.77671 -3.29357 -0.73692
33 H -5.52712 -3.87455 -0.17954
34 H -4.82626 -3.55538 -1.80553
35 H -4.98972 -2.21784 -0.65189
36 C -3.19733 -5.44467 0.13930
37 H -4.24348 -5.80089 0.11467
38 H -2.73679 -5.71712 1.10370
39 H -2.63467 -5.96439 -0.65176
40 Tc -0.01002 0.21933 -0.91055
41 C 1.06112 1.73896 -0.19970
42 O 1.65361 2.68094 0.13738
43 C -1.64111 0.92801 -0.02150
44 O -2.60877 1.39252 0.44042
45 C -1.41929 0.01550 -2.48747
46 C -0.75956 -1.20475 -2.35205
47 C 0.63623 -1.24165 -2.25836
48 C 1.34722 -0.08453 -2.59556
49 C 0.69883 1.14769 -2.68371
50 C -0.69081 1.22669 -2.51663
51 H -2.50303 0.07478 -2.50330
52 H -1.31454 -2.13172 -2.23641
53 H 1.14896 -2.16927 -2.04652
54 H 2.42702 -0.15699 -2.70238
55 H 1.26457 2.07408 -2.80214
56 H -1.16384 2.19050 -2.33546
57 N 0.32344 -0.81590 3.33301
58 C 0.68526 -2.07054 2.86181
59 C 0.67453 -1.99178 1.49575
60 N 0.28873 -0.71044 1.13676
61 C 0.09838 -0.01859 2.25727
62 H 0.23221 -0.50163 4.27419
63 H 0.89317 -2.88815 3.51643
64 H 0.91822 -2.75068 0.77312
65 H -0.18766 1.02119 2.36228

Results
multiplicity	4
relative energy (zero: lowest compared OMol25 entry of this formula, charge and spin)	0.000	eV
HOMO level (spin up / spin down)	-0.70800 / -0.70787	Ha
LUMO level (spin up / spin down)	-0.3846 / -0.5078	hartree
total charge	+4